{"formula": "C32H39AsF6N2O5P3PtS2", "method": "ωB97M-V with the def2-TZVPD basis set", "multiplicity": 3, "e_homo_ha": [-0.3774, -0.4277], "total_charge": 1, "e_above_lowest_kj_mol": 144.6, "gap_ha": [0.297, 0.258], "lumo_energy_ev": [-2.179, -4.610], "symbols": ["Pt", "N", "P", "C", "C", "C", "C", "C", "C", "C", "C", "C", "C", "C", "C", "P", "C", "C", "C", "C", "C", "C", "C", "C", "C", "C", "C", "C", "H", "H", "H", "H", "H", "H", "H", "H", "H", "H", "H", "H", "H", "H", "H", "H", "H", "H", "H", "H", "H", "C", "P", "C", "C", "H", "H", "H", "H", "H", "H", "H", "H", "H", "F", "C", "F", "F", "S", "O", "O", "N", "S", "O", "O", "C", "F", "F", "F", "C", "As", "C", "C", "O", "H", "H", "H", "H", "H", "H", "H", "H", "H"], "xyz": [[-0.245, -0.437, 0.089], [0.425, 1.456, 2.430], [-0.761, 1.839, 1.250], [-1.864, 2.889, 2.276], [-3.250, 2.847, 2.150], [-4.055, 3.677, 2.921], [-3.480, 4.556, 3.823], [-2.097, 4.610, 3.954], [-1.291, 3.782, 3.189], [-0.058, 3.117, 0.163], [-0.652, 3.283, -1.084], [-0.259, 4.326, -1.916], [0.737, 5.197, -1.504], [1.350, 5.018, -0.267], [0.955, 3.982, 0.565], [0.980, -0.135, 2.124], [2.598, -0.264, 2.939], [2.658, 0.039, 4.299], [3.880, 0.038, 4.954], [5.041, -0.292, 4.264], [4.978, -0.636, 2.921], [3.758, -0.617, 2.259], [-0.033, -1.138, 3.291], [0.503, -2.303, 3.844], [-0.285, -3.151, 4.611], [-1.614, -2.838, 4.853], [-2.159, -1.678, 4.316], [-1.380, -0.846, 3.524], [0.141, 1.596, 3.394], [-3.708, 2.179, 1.442], [-5.132, 3.633, 2.816], [-4.106, 5.199, 4.428], [-1.643, 5.305, 4.651], [-0.215, 3.846, 3.296], [-1.423, 2.591, -1.411], [-0.732, 4.458, -2.881], [1.042, 6.014, -2.146], [2.123, 5.706, 0.054], [1.430, 3.835, 1.529], [1.755, 0.262, 4.856], [3.926, 0.289, 6.006], [5.992, -0.302, 4.782], [5.878, -0.923, 2.390], [3.688, -0.924, 1.225], [1.541, -2.558, 3.666], [0.140, -4.061, 5.016], [-2.229, -3.498, 5.452], [-3.194, -1.424, 4.512], [-1.833, 0.044, 3.100], [-3.099, -2.535, 0.370], [-2.435, -1.076, -0.464], [-2.641, -1.400, -2.231], [-3.689, 0.170, -0.108], [-4.180, -2.572, 0.221], [-2.875, -2.484, 1.436], [-2.647, -3.435, -0.047], [-3.705, -1.428, -2.468], [-2.177, -2.353, -2.478], [-2.156, -0.617, -2.815], [-4.646, -0.148, -0.525], [-3.412, 1.136, -0.532], [-3.788, 0.264, 0.972], [3.284, -1.487, -3.659], [2.594, -2.509, -3.124], [1.783, -2.997, -4.044], [3.463, -3.412, -2.722], [1.628, -1.780, -1.688], [2.501, -1.958, -0.551], [1.360, -0.442, -2.178], [0.225, -2.526, -1.525], [0.206, -4.137, -1.234], [-1.138, -4.564, -1.476], [1.329, -4.806, -1.811], [0.388, -4.347, 0.590], [-0.379, -3.446, 1.223], [1.640, -4.196, 0.987], [-0.039, -5.561, 0.899], [4.694, 0.270, -0.999], [3.208, 1.426, -0.597], [4.087, 2.852, 0.315], [2.567, 2.157, -2.242], [1.936, 0.930, 0.401], [5.492, 0.512, -0.300], [5.007, 0.519, -2.013], [4.446, -0.782, -0.939], [4.956, 3.153, -0.270], [4.404, 2.498, 1.294], [3.407, 3.694, 0.425], [2.971, 3.161, -2.351], [1.480, 2.180, -2.210], [2.887, 1.521, -3.064]], "lowdin_charge": [0.65, -0.33, 0.92, -0.33, -0.09, -0.06, -0.06, -0.06, -0.09, -0.37, -0.11, -0.08, -0.07, -0.08, -0.12, 0.86, -0.32, -0.08, -0.06, -0.06, -0.06, -0.09, -0.35, -0.10, -0.06, -0.07, -0.08, -0.11, 0.07, 0.06, 0.11, 0.11, 0.11, 0.10, 0.10, 0.11, 0.11, 0.11, 0.10, 0.11, 0.11, 0.11, 0.11, 0.07, 0.11, 0.11, 0.11, 0.11, 0.07, -0.22, 0.67, -0.23, -0.27, 0.07, 0.04, 0.03, 0.06, 0.03, 0.05, 0.06, 0.04, 0.03, 0.12, -0.67, 0.16, 0.16, 0.55, -0.33, -0.36, -0.34, 0.62, -0.27, -0.24, -0.68, 0.09, 0.16, 0.17, -0.17, 1.08, -0.18, -0.18, -0.65, 0.04, 0.05, 0.02, 0.06, 0.05, 0.00, 0.05, 0.02, 0.04]}


{"formula": "C32H39AsLiN6Si2", "method": "ωB97M-V with the def2-TZVPD basis set", "e_homo_ha": -0.1197, "total_charge": -1, "e_above_lowest_kj_mol": 73.3, "gap_ha": 0.187, "lumo_energy_ev": 1.832, "symbols": ["Li", "N", "C", "N", "C", "N", "N", "C", "C", "C", "C", "C", "C", "N", "C", "C", "C", "C", "C", "C", "H", "H", "H", "H", "H", "H", "H", "H", "H", "H", "H", "C", "Si", "C", "C", "As", "Si", "C", "C", "C", "H", "H", "H", "H", "H", "H", "H", "H", "H", "H", "H", "H", "H", "H", "H", "H", "H", "H", "C", "C", "C", "C", "C", "C", "N", "C", "C", "C", "C", "C", "C", "H", "H", "H", "H", "H", "H", "H", "H", "H", "H"], "xyz": [[0.173, 0.420, -0.544], [-0.282, 1.181, 3.798], [-0.584, 0.666, 2.604], [0.291, 0.017, 1.907], [1.571, -0.062, 2.216], [2.526, -0.335, 1.358], [2.002, -0.301, 0.110], [2.872, -0.514, -0.821], [2.426, -0.341, -2.244], [3.054, -1.066, -3.269], [2.682, -0.749, -4.565], [1.626, 0.184, -4.827], [0.943, 0.710, -3.676], [1.377, 0.453, -2.452], [1.951, 0.238, 3.642], [3.224, 0.023, 4.235], [3.421, 0.515, 5.566], [2.387, 1.094, 6.338], [1.166, 1.210, 5.717], [0.973, 0.877, 4.372], [-0.993, 1.682, 4.328], [-1.585, 0.818, 2.168], [3.948, -0.847, -0.583], [3.716, -1.900, -3.034], [3.008, -1.285, -5.392], [1.306, 0.521, -5.799], [0.043, 1.283, -3.694], [3.914, -0.433, 3.543], [4.380, 0.297, 5.963], [2.638, 1.336, 7.347], [0.307, 1.576, 6.212], [-0.619, -4.260, -3.152], [-1.881, -2.950, -2.695], [-2.103, -1.622, -4.100], [-3.511, -3.908, -2.670], [-1.345, -1.699, -0.769], [-0.482, -3.526, 0.453], [-0.352, -3.113, 2.298], [1.192, -4.248, -0.089], [-1.790, -4.949, 0.521], [-0.895, -4.770, -4.059], [-0.590, -5.143, -2.393], [0.428, -3.888, -3.249], [-3.002, -1.065, -3.756], [-2.308, -2.040, -5.051], [-1.240, -0.858, -4.216], [-3.619, -4.594, -3.536], [-4.373, -3.302, -2.604], [-3.551, -4.483, -1.750], [-0.380, -4.067, 2.871], [-1.192, -2.592, 2.712], [0.538, -2.561, 2.524], [0.940, -4.883, -1.016], [1.485, -4.914, 0.748], [2.014, -3.599, -0.287], [-1.334, -5.913, 0.249], [-2.650, -4.890, -0.189], [-2.171, -4.818, 1.628], [0.718, 4.603, 3.474], [1.655, 3.988, 2.627], [1.240, 3.391, 1.487], [-0.153, 3.469, 0.986], [-1.018, 4.187, 1.850], [-0.590, 4.680, 3.076], [-0.399, 2.785, -0.207], [-1.306, 3.279, -1.080], [-1.399, 4.652, -1.370], [-2.201, 5.179, -2.379], [-3.046, 4.369, -3.158], [-2.943, 2.976, -2.925], [-2.098, 2.488, -1.956], [1.151, 5.011, 4.364], [2.712, 3.853, 2.861], [1.855, 2.980, 0.748], [-2.035, 4.297, 1.446], [-1.312, 5.126, 3.756], [-0.832, 5.341, -0.816], [-2.237, 6.294, -2.602], [-3.799, 4.781, -3.898], [-3.605, 2.283, -3.421], [-2.048, 1.373, -1.810]], "lowdin_charge": [0.36, 0.14, -0.13, 0.10, -0.33, 0.07, -0.06, -0.09, -0.28, -0.03, -0.06, -0.02, -0.12, 0.07, -0.08, 0.02, -0.07, -0.07, -0.03, -0.18, 0.16, 0.15, 0.14, 0.11, 0.07, 0.09, 0.09, 0.10, 0.08, 0.09, 0.10, -0.27, 0.13, -0.24, -0.24, 0.54, 0.13, -0.26, -0.24, -0.24, 0.00, 0.04, 0.03, 0.01, -0.02, 0.02, 0.03, 0.00, -0.02, 0.03, 0.00, -0.01, 0.02, 0.02, -0.01, 0.01, -0.02, 0.05, -0.15, -0.13, -0.06, -0.30, -0.07, -0.15, 0.02, -0.35, -0.07, -0.13, -0.14, -0.13, -0.08, 0.08, 0.10, 0.08, 0.11, 0.09, 0.08, 0.10, 0.10, 0.09, 0.08]}


Q: What is the formula in the second record?
A: C32H39AsLiN6Si2